(1)
{"formula": "C3H4FNOS2", "method": "ωB97M-V/def2-TZVPD", "de_lowest_ev": 2.172, "spin_multiplicity": 1, "lumo_ev": -0.1, "elements": ["F", "H", "H", "C", "S", "C", "N", "H", "H", "O", "S", "C"], "xyz": [[1.40, -1.89, -0.01], [1.92, -0.68, -1.53], [2.78, -0.41, 0.03], [-2.32, 0.63, 0.30], [0.98, 1.98, -0.57], [1.81, -0.65, -0.46], [-0.15, -0.07, 0.72], [-0.37, -1.07, 0.78], [-3.05, 1.36, 0.66], [-1.22, 0.74, 1.07], [-2.58, -0.38, -0.92], [0.80, 0.43, -0.07]], "nbo_charge": [-0.365, 0.208, 0.204, 0.020, -0.106, -0.009, -0.297, 0.424, 0.209, -0.314, -0.023, 0.048]}



(2)
{"formula": "C3H4GaO", "method": "ωB97M-V/def2-TZVPD", "de_lowest_ev": 3.557, "charge": 2, "spin_multiplicity": 2, "lumo_ev": [-13.4, -13.4], "elements": ["H", "H", "C", "Ga", "H", "H", "C", "O", "C"], "xyz": [[-0.76, -1.69, 0.75], [-0.93, -1.64, -1.10], [0.37, 0.46, 0.44], [3.11, 0.74, 0.43], [-0.20, 1.48, 0.86], [-1.25, 0.88, -1.00], [-0.94, 0.29, -0.13], [1.47, 0.57, -0.09], [-0.87, -1.10, -0.16]], "nbo_charge": [0.289, 0.315, 0.432, 1.066, 0.358, 0.338, -0.134, -0.647, -0.018]}



(3)
{"formula": "C3H4GdMgO4", "method": "ωB97M-V/def2-TZVPD", "charge": 2, "spin_multiplicity": 9, "lumo_ev": [-9.6, -9.6], "elements": ["C", "H", "O", "O", "O", "H", "Gd", "C", "C", "H", "O", "Mg", "H"], "xyz": [[1.29, -1.07, 1.33], [-0.27, 0.19, -0.78], [-2.61, 0.27, 0.32], [-2.20, 1.82, -1.16], [1.33, -1.38, -0.09], [1.80, -1.91, 1.83], [-4.27, 1.75, -0.18], [1.11, -0.27, -0.94], [-1.85, 0.80, -0.53], [0.23, -1.09, 1.65], [1.98, 0.75, -0.70], [2.24, 0.82, 1.20], [1.22, -0.67, -1.96]], "lowdin_spin": [0.004, 0.028, 0.040, 0.037, 0.034, 0.000, 7.800, 0.013, -0.019, 0.002, 0.053, 0.001, 0.006]}



(4)
{"formula": "C3H4HgLiO3", "method": "ωB97M-V/def2-TZVPD", "de_lowest_ev": 1.946, "charge": 1, "spin_multiplicity": 1, "lumo_ev": -6.0, "elements": ["H", "Li", "Hg", "H", "H", "H", "C", "O", "C", "O", "O", "C"], "xyz": [[0.07, 1.43, -1.37], [-2.25, -1.19, 0.51], [2.17, 0.20, 0.58], [0.38, 2.23, 0.88], [-0.51, 0.14, -1.36], [-0.01, 0.74, 1.68], [0.65, -1.96, -0.59], [1.79, -1.67, -0.59], [-0.55, 0.80, -0.45], [-0.31, -2.30, -0.01], [-1.79, 0.44, 0.02], [0.37, 1.14, 0.72]], "nbo_charge": [0.175, 0.970, 0.997, 0.260, 0.186, 0.232, 1.068, -0.594, -0.163, -0.521, -0.953, -0.657]}



(5)
{"formula": "C3H4I2O", "method": "ωB97M-V/def2-TZVPD", "de_lowest_ev": 1.229, "spin_multiplicity": 1, "lumo_ev": -0.6, "elements": ["H", "H", "C", "C", "O", "C", "I", "I", "H", "H"], "xyz": [[-1.79, -0.41, -0.89], [-0.39, 2.26, 1.17], [0.15, -0.71, -0.33], [0.41, 0.57, 0.35], [-0.63, 1.37, 0.68], [-0.95, -1.10, -0.86], [1.96, 1.50, -0.98], [1.47, 0.05, 2.30], [0.89, -1.50, -0.25], [-1.13, -2.02, -1.20]], "nbo_charge": [0.194, 0.517, -0.336, 0.157, -0.721, -0.329, 0.058, 0.023, 0.236, 0.200]}



(6)
{"formula": "C3H4I2O", "method": "ωB97M-V/def2-TZVPD", "de_lowest_ev": 1.234, "spin_multiplicity": 1, "lumo_ev": 0.0, "elements": ["H", "H", "H", "C", "H", "O", "C", "C", "I", "I"], "xyz": [[0.65, -1.45, 1.50], [-0.53, 0.15, 0.96], [1.13, 0.28, -1.49], [-0.90, 0.91, -1.50], [-1.95, 0.88, -1.06], [0.87, -1.19, 0.65], [0.42, 0.05, 0.48], [0.21, 0.31, -1.05], [-1.04, 1.46, -3.56], [1.85, 1.52, 1.32]], "nbo_charge": [0.479, 0.177, 0.213, -0.326, 0.236, -0.680, 0.044, -0.244, 0.122, -0.021]}



(7)
{"formula": "C3H4I2O", "method": "ωB97M-V/def2-TZVPD", "de_lowest_ev": 0.000, "spin_multiplicity": 3, "lumo_ev": [-0.1, -3.2], "elements": ["I", "H", "H", "C", "H", "H", "O", "I", "C", "C"], "xyz": [[2.14, 1.99, -0.05], [0.90, -0.36, 2.26], [-1.98, 0.62, 0.46], [0.61, -0.37, 0.29], [0.15, -0.43, -1.75], [-2.30, 0.71, -1.31], [0.24, -0.34, 1.61], [2.14, -1.91, -0.19], [-1.58, 0.28, -0.58], [-0.33, -0.18, -0.74]], "nbo_charge": [-0.018, 0.501, 0.207, 0.201, 0.246, 0.214, -0.708, 0.065, -0.322, -0.386]}



(8)
{"formula": "C3H4I6N", "method": "ωB97M-V/def2-TZVPD", "de_lowest_ev": 0.000, "charge": 1, "spin_multiplicity": 1, "lumo_ev": -4.7, "elements": ["I", "C", "C", "I", "N", "I", "I", "I", "C", "H", "H", "I", "H", "H"], "xyz": [[3.01, 0.75, 0.36], [-1.28, -0.64, -0.46], [1.41, -0.64, 0.38], [2.10, -2.22, -1.08], [-0.05, 1.39, 0.33], [-2.51, -0.24, 1.42], [-2.28, 0.33, -2.08], [-1.54, -2.82, -0.75], [0.18, 0.07, -0.33], [0.77, 1.49, 0.91], [0.50, 0.25, -1.37], [0.84, -1.29, 2.34], [-1.03, 1.40, 0.74], [-0.12, 2.17, -0.41]], "nbo_charge": [0.300, -0.620, -0.641, 0.274, -0.789, 0.228, 0.291, 0.326, -0.300, 0.450, 0.266, 0.306, 0.446, 0.463]}